Record 1
{
  "formula": "C41H62F6N2O17P",
  "method": "ωB97M-V/def2-TZVPD",
  "total_energy_ev": -106915.3154,
  "molar_mass_g_mol": 999.906,
  "charge": -1,
  "multiplicity": 1,
  "lumo_energy_ha": 0.0654,
  "homo_lumo_gap_ev": 8.468,
  "max_force_ev_per_a": 2.0,
  "elements": ["P", "F", "F", "F", "F", "F", "F", "O", "C", "O", "C", "C", "C", "H", "H", "H", "H", "H", "H", "O", "C", "O", "C", "C", "C", "H", "H", "H", "H", "H", "H", "O", "C", "O", "C", "C", "C", "H", "H", "H", "H", "H", "H", "O", "C", "O", "C", "C", "C", "H", "H", "H", "H", "H", "H", "O", "C", "O", "C", "C", "C", "H", "H", "H", "H", "H", "H", "O", "C", "O", "C", "C", "C", "H", "H", "H", "H", "H", "H", "O", "C", "O", "C", "C", "C", "H", "H", "H", "H", "H", "H", "O", "C", "O", "C", "C", "C", "H", "H", "H", "H", "H", "H", "C", "O", "H", "H", "H", "H", "N", "C", "C", "C", "C", "H", "H", "H", "H", "H", "N", "C", "C", "C", "C", "H", "H", "H", "H", "H"],
  "coordinates": [[-0.16841, -0.08897, 0.26989], [-0.20274, 0.70106, 1.67171], [-1.67582, -0.63035, 0.56195], [-0.82855, 1.19038, -0.51852], [-0.11818, -0.91343, -1.12219], [1.25023, 0.56685, -0.13008], [0.55496, -1.32829, 1.00221], [-3.05916, -6.57211, -1.14270], [-2.35422, -5.70160, -0.72608], [-2.84909, -4.51897, -0.29436], [-1.81101, -3.70287, 0.30586], [-0.56927, -4.56597, 0.41183], [-0.86314, -5.72945, -0.55129], [-2.19391, -3.30416, 1.24266], [-1.70724, -2.88337, -0.40301], [-0.33056, -5.01350, 1.37837], [0.31947, -4.02484, 0.10569], [-0.46984, -6.66012, -0.15996], [-0.40515, -5.44916, -1.50323], [5.70777, 1.15398, -3.96661], [5.05852, 1.50057, -3.01542], [4.21373, 2.54216, -3.05906], [3.86416, 2.98634, -1.73889], [4.61473, 2.09910, -0.77275], [5.23702, 0.96985, -1.59924], [2.79012, 2.90025, -1.58108], [4.16172, 4.02851, -1.63478], [4.01906, 1.65617, 0.02352], [5.44544, 2.63626, -0.31233], [4.69627, 0.03166, -1.49312], [6.27572, 0.82809, -1.32210], [-1.73679, 1.03274, 7.14832], [-2.27481, 0.58382, 6.17996], [-1.76201, -0.41867, 5.43362], [-2.58655, -0.68308, 4.30066], [-3.52870, 0.51348, 4.16505], [-3.58594, 1.08678, 5.57075], [-3.15229, -1.61160, 4.36663], [-1.94666, -0.68335, 3.41694], [-4.47481, 0.20083, 3.72172], [-3.14744, 1.26971, 3.47528], [-4.30198, 0.57839, 6.22506], [-3.62008, 2.16533, 5.66705], [2.94539, 2.32171, 7.31448], [2.27838, 2.30572, 6.32402], [2.28029, 3.36771, 5.46902], [1.44398, 3.08218, 4.34216], [0.57970, 1.90720, 4.74063], [1.40446, 1.18067, 5.78368], [2.06879, 2.82766, 3.48495], [0.83199, 3.91077, 3.98559], [0.22697, 1.31827, 3.89612], [-0.33553, 2.32194, 5.17615], [2.10699, 0.47479, 5.33643], [0.76292, 0.76473, 6.55473], [-0.32865, -5.92548, -4.76068], [-0.87520, -4.93794, -4.36660], [-0.39654, -4.12676, -3.42416], [-1.13131, -2.87725, -3.39696], [-2.47337, -3.19026, -4.06438], [-2.22002, -4.44305, -4.89910], [-0.51967, -2.21451, -4.00932], [-1.27777, -2.53176, -2.38336], [-2.86173, -2.34472, -4.62537], [-3.21510, -3.38732, -3.28694], [-1.97783, -4.14990, -5.92367], [-2.97042, -5.22229, -4.85733], [4.17249, -1.91216, -2.97502], [3.95266, -2.51779, -1.97144], [4.84894, -3.42635, -1.50293], [4.50151, -3.86865, -0.19866], [3.03177, -3.47855, 0.03066], [2.75399, -2.42387, -1.06638], [5.09713, -3.44684, 0.61188], [4.60809, -4.94933, -0.12797], [2.89136, -3.02186, 1.01029], [2.36208, -4.33147, 0.00163], [2.58287, -1.41060, -0.71928], [1.86552, -2.77775, -1.59042], [1.52874, 3.32466, -6.15928], [1.38989, 2.48533, -5.31808], [0.84577, 2.74881, -4.11660], [0.87792, 1.63495, -3.21323], [0.96957, 0.45050, -4.17723], [1.64754, 0.99158, -5.40509], [-0.07276, 1.57868, -2.69508], [1.73418, 1.62621, -2.54746], [-0.02033, 0.04485, -4.38780], [1.54665, -0.33392, -3.67685], [1.15601, 0.64046, -6.31505], [2.70661, 0.78339, -5.56041], [-5.45276, 4.15335, 2.85931], [-4.91862, 3.48239, 2.02218], [-5.30770, 2.23070, 1.72776], [-4.59978, 1.68545, 0.61416], [-3.38120, 2.61121, 0.37675], [-3.82305, 3.89591, 1.06126], [-5.25684, 1.67619, -0.25608], [-4.23001, 0.68404, 0.81954], [-3.18692, 2.70416, -0.68816], [-2.55721, 2.08824, 0.85879], [-4.26210, 4.54679, 0.30126], [-3.02652, 4.44683, 1.55641], [3.15869, -0.25434, 2.16784], [4.29377, 0.06173, 2.94715], [2.45797, 0.57708, 2.17030], [3.46817, -0.41960, 1.12794], [2.62808, -1.15655, 2.48328], [4.90704, -0.67464, 2.97225], [1.09827, 3.33309, 0.98598], [2.34590, 3.85963, 1.25277], [2.17318, 5.21667, 1.43206], [0.79083, 5.49393, 1.34440], [0.16596, 4.33096, 0.99709], [0.85952, 2.36221, 0.86039], [3.20087, 3.20930, 1.21848], [2.91547, 5.94967, 1.70260], [0.31127, 6.44130, 1.52996], [-0.85735, 4.04603, 0.81423], [-3.03536, -0.25831, -2.07293], [-3.18694, 0.11724, -3.38078], [-4.45230, -0.21858, -3.80920], [-5.10198, -0.80732, -2.70677], [-4.19847, -0.88335, -1.68090], [-2.17180, -0.26908, -1.55377], [-2.33100, 0.58314, -3.84704], [-4.87958, -0.02483, -4.77841], [-6.13634, -1.11023, -2.68564], [-4.23064, -1.29125, -0.68269]],
  "forces_ev_per_a": [[-0.12, 0.34, -0.57], [0.04, 0.26, -0.07], [0.41, -0.27, 0.06], [-0.28, -0.27, 0.35], [-0.44, -0.18, -0.16], [0.77, -0.08, 0.50], [-0.39, 0.01, -0.02], [-0.19, -0.05, -0.29], [-0.08, -0.28, 0.41], [0.07, -0.27, 0.32], [-0.56, 0.21, -0.44], [0.44, -0.69, -0.15], [0.62, 1.09, 0.06], [0.03, -0.07, 0.02], [0.40, 0.16, 0.31], [-0.47, 0.50, 0.31], [-0.04, 0.22, 0.00], [-0.21, -0.26, -0.37], [-0.11, -0.59, -0.14], [-0.73, 0.04, 0.00], [1.95, -0.55, -0.28], [-0.42, 0.09, 0.06], [-0.35, 0.02, 0.22], [0.94, -0.75, 0.89], [-0.90, 0.74, -0.06], [0.00, 0.20, -0.23], [-0.13, 0.00, -0.16], [-0.23, 0.36, -0.01], [-0.23, 0.18, 0.16], [0.05, -0.03, -0.13], [0.10, -0.20, -0.44], [0.24, -0.38, 0.19], [-0.19, 0.90, -0.37], [-0.02, -0.35, 0.38], [0.04, 0.86, -1.12], [-0.56, 0.27, -0.26], [0.71, -1.03, 0.41], [0.29, -0.16, 0.42], [0.12, -0.48, 0.14], [-0.13, 0.08, 0.30], [0.30, -0.09, 0.08], [-0.48, 0.40, -0.26], [-0.28, 0.00, 0.01], [0.04, -0.10, 0.24], [0.15, 0.12, -0.03], [-0.52, -0.02, -0.02], [0.08, -0.52, -1.13], [-0.86, 0.19, -0.09], [-0.09, 0.81, -0.15], [0.29, -0.05, 0.22], [0.27, 0.43, 0.57], [0.37, -0.11, -0.07], [0.10, -0.18, 0.34], [-0.20, -0.29, 0.12], [0.38, -0.31, 0.13], [0.57, -0.15, 0.36], [-1.24, -0.79, -0.79], [0.38, 0.28, 0.75], [-0.22, -0.47, -1.05], [-0.72, -0.14, 0.40], [1.19, 1.08, 0.20], [-0.14, 0.44, 0.35], [0.44, 0.03, 0.07], [0.12, 0.01, -0.07], [0.02, -0.05, 0.00], [-0.39, -0.29, -0.18], [-0.02, -0.03, -0.07], [-0.15, 0.17, -0.26], [0.14, 0.03, -0.15], [0.26, 0.09, 0.39], [-1.00, -0.61, 0.69], [0.14, 1.00, 0.36], [-0.33, -1.45, 0.31], [0.51, 0.35, -0.49], [0.23, -0.04, -0.30], [0.08, -0.12, 0.08], [0.02, -0.07, -0.34], [0.04, 0.04, 0.03], [0.03, 0.52, -0.42], [0.08, -0.02, 0.08], [-0.06, -0.39, -0.16], [0.08, 1.09, 0.94], [-0.61, -0.84, -1.52], [0.66, -1.12, 1.09], [-0.26, 0.19, -0.98], [0.20, 0.43, 0.39], [-0.09, 0.47, 0.06], [0.00, 0.11, -0.14], [-0.12, -0.15, -0.26], [0.07, 0.07, -0.04], [0.05, 0.04, 0.45], [0.14, -0.27, 0.10], [0.00, 0.58, -0.41], [-0.27, -0.56, 0.43], [0.58, 0.49, -0.76], [-0.61, -0.77, 0.43], [0.42, -0.03, -0.44], [-0.15, -0.16, 0.12], [-0.44, -0.11, 0.24], [0.20, 0.06, 0.05], [0.34, 0.55, -0.03], [-0.12, 0.20, 0.24], [-0.12, 0.04, 0.11], [0.28, -0.45, -0.70], [-0.12, 0.42, 0.45], [0.12, 0.09, 0.23], [-0.18, 0.05, -0.06], [0.02, 0.08, 0.27], [-0.08, -0.14, -0.09], [0.40, 0.42, -0.11], [-0.82, 0.09, -0.53], [0.35, -0.23, 0.57], [-0.24, 0.32, -0.32], [-0.20, -0.84, 0.47], [0.28, 0.15, -0.13], [0.17, 0.19, 0.21], [0.18, -0.16, -0.08], [0.04, 0.04, -0.19], [-0.07, 0.30, 0.03], [-0.99, -0.75, -0.65], [0.67, 0.23, 0.04], [0.55, 0.61, 0.08], [-0.31, -0.39, 0.18], [0.56, 0.34, 0.63], [-0.12, 0.17, -0.07], [-0.27, 0.06, -0.33], [0.06, 0.06, -0.03], [0.08, -0.21, 0.09], [-0.32, -0.04, -0.07]]
}


Record 2
{
  "formula": "C41H63F2LiOP3SSi",
  "method": "ωB97M-V/def2-TZVPD",
  "total_energy_ev": -97805.2716,
  "molar_mass_g_mol": 769.966,
  "relative_energy_kj_mol": 30.0,
  "charge": -1,
  "multiplicity": 1,
  "lumo_energy_ha": 0.0779,
  "homo_lumo_gap_ev": 5.291,
  "max_force_ev_per_a": 3.1,
  "elements": ["Li", "C", "C", "C", "P", "C", "C", "C", "C", "C", "C", "C", "C", "C", "Si", "C", "C", "C", "C", "C", "C", "P", "C", "C", "C", "C", "C", "C", "C", "C", "C", "C", "C", "C", "P", "C", "C", "C", "C", "C", "C", "H", "H", "H", "H", "H", "H", "H", "H", "H", "H", "H", "H", "H", "H", "H", "H", "H", "H", "H", "H", "H", "H", "H", "H", "H", "H", "H", "H", "H", "H", "H", "H", "H", "H", "H", "H", "H", "H", "H", "H", "H", "H", "H", "H", "H", "H", "H", "H", "H", "H", "H", "H", "H", "H", "O", "S", "C", "C", "C", "C", "H", "H", "H", "H", "H", "H", "H", "H", "F", "C", "F", "H"],
  "coordinates": [[12.16240, 8.74481, 11.05608], [7.49685, 12.23597, 10.99490], [8.42732, 13.19083, 10.30095], [8.78047, 14.45869, 11.09549], [9.94722, 12.02478, 9.90660], [9.42300, 11.31995, 8.23009], [9.02183, 12.19572, 6.98509], [10.58862, 10.34214, 7.85511], [11.24773, 13.25256, 9.23214], [10.86741, 14.34938, 8.44376], [11.76680, 15.13771, 7.82262], [13.10444, 14.93641, 8.09204], [13.52223, 13.85834, 8.83354], [12.60142, 12.95832, 9.41242], [13.14834, 11.49870, 10.55615], [15.09499, 11.83142, 10.41635], [15.85562, 12.46794, 11.35101], [17.27884, 12.65537, 11.16846], [17.89023, 12.24274, 9.99877], [17.09693, 11.59569, 9.05820], [15.76491, 11.34144, 9.24235], [14.70591, 10.35119, 8.09127], [15.03870, 8.60457, 8.69093], [16.49539, 8.13103, 8.82816], [14.18324, 7.54798, 7.93470], [15.45547, 10.43127, 6.40693], [16.82887, 9.89249, 6.04243], [15.32989, 11.88600, 5.90289], [12.71005, 12.42888, 12.19076], [12.27772, 13.76627, 12.20656], [11.81104, 14.38893, 13.35195], [11.69574, 13.61983, 14.51411], [11.94477, 12.24268, 14.50092], [12.42982, 11.62277, 13.33542], [12.72000, 9.80012, 13.18454], [11.92618, 8.91557, 14.62683], [10.42444, 9.16041, 14.55298], [12.39362, 9.05600, 16.10298], [14.59077, 9.77179, 13.38678], [15.03059, 8.35005, 13.66486], [15.12806, 10.70113, 14.46243], [6.51624, 12.67371, 11.13461], [7.95123, 11.92114, 11.95092], [7.43596, 11.35152, 10.34061], [8.02385, 13.50115, 9.23071], [9.33262, 14.28230, 12.02215], [7.82842, 14.98616, 11.46396], [9.41711, 15.20406, 10.60441], [8.56336, 10.73912, 8.41427], [9.91135, 12.68572, 6.63150], [8.24778, 12.90699, 7.22023], [8.53583, 11.58849, 6.20699], [11.44371, 10.91908, 7.70016], [10.25749, 9.84221, 6.89328], [10.77845, 9.61402, 8.67937], [9.76788, 14.50872, 8.23185], [11.44538, 15.90253, 7.13229], [13.87274, 15.58072, 7.73323], [14.60080, 13.66006, 8.91031], [15.44393, 12.92772, 12.22393], [17.86363, 13.11727, 11.96246], [18.98950, 12.36882, 9.80278], [17.52079, 11.23260, 8.14923], [14.58786, 8.63577, 9.69394], [16.89776, 7.93059, 7.83908], [16.66052, 7.22492, 9.44509], [17.19299, 8.86637, 9.32339], [14.53120, 7.48494, 6.83320], [13.07373, 7.90863, 7.90120], [14.29698, 6.61604, 8.44771], [14.73607, 9.83312, 5.81766], [17.66349, 10.14939, 6.70068], [17.12899, 10.30810, 5.07277], [16.81301, 8.80016, 5.97562], [16.13434, 12.49955, 6.36400], [14.35473, 12.30128, 6.23408], [15.30065, 11.81945, 4.78695], [12.30336, 14.42989, 11.32828], [11.50745, 15.43059, 13.34600], [11.29547, 14.09113, 15.40706], [11.71700, 11.71618, 15.39968], [11.99816, 7.88558, 14.28025], [10.11775, 10.16884, 14.82927], [9.89355, 8.40821, 15.17978], [10.14340, 8.94246, 13.53389], [12.21201, 10.07229, 16.40983], [13.48765, 8.84555, 16.29516], [11.79775, 8.41678, 16.83047], [14.87757, 10.07265, 12.36800], [14.69086, 8.06250, 14.66474], [16.17046, 8.27982, 13.65054], [14.60323, 7.59831, 13.02784], [14.40473, 10.81811, 15.27527], [15.34900, 11.69326, 14.05283], [16.09159, 10.31023, 14.86787], [10.30051, 8.39424, 10.95906], [9.59048, 7.05972, 11.05468], [7.84447, 7.62634, 11.31890], [7.73435, 8.60751, 10.12780], [8.15498, 7.78394, 8.86700], [9.11794, 6.70839, 9.38115], [7.84128, 8.17305, 12.26965], [7.05887, 6.79449, 11.31420], [8.30440, 9.51426, 10.23546], [6.67663, 8.92910, 10.04333], [8.56735, 8.36772, 8.10449], [7.29764, 7.22544, 8.50206], [10.05669, 6.39719, 8.85028], [8.56464, 5.77714, 9.57523], [12.41676, 5.94841, 10.11547], [12.91419, 6.70477, 11.23943], [12.08743, 6.17698, 12.29250], [13.86738, 6.15735, 11.41518]],
  "forces_ev_per_a": [[0.19, 0.01, -0.12], [0.25, -0.32, -0.15], [1.31, 0.70, -2.48], [-1.10, 0.67, 0.93], [0.06, 1.94, -0.76], [1.00, 0.29, -0.72], [0.16, -0.90, 1.09], [-2.70, -0.93, -0.16], [-0.67, -0.57, 0.09], [-2.82, -1.22, 0.19], [0.65, 1.13, -0.37], [0.56, -0.29, -0.05], [0.11, -0.76, 0.17], [0.28, 0.13, -0.14], [0.54, 0.14, -0.28], [-0.90, -0.90, -1.03], [2.70, 0.72, -0.14], [-1.04, -0.17, 0.14], [0.77, 0.19, 0.32], [0.21, -0.21, -0.44], [-0.93, -0.03, 0.71], [-0.07, -0.44, 0.38], [-0.16, -0.39, 0.49], [0.92, 0.55, 0.60], [-0.72, 2.24, -1.81], [-0.02, 0.37, -0.33], [0.62, -0.37, -0.19], [-0.73, -0.34, 0.11], [-0.98, -0.58, 0.05], [0.44, 0.78, -0.02], [0.03, -0.89, 0.70], [-0.42, 0.08, -0.20], [0.14, 0.95, -0.83], [0.11, 0.53, 0.42], [0.27, 0.58, 0.14], [0.17, 0.08, 1.06], [-0.32, -0.66, 0.23], [0.58, -0.82, 0.34], [-0.87, -0.34, -0.17], [1.37, -0.27, 0.65], [0.70, 0.33, 0.03], [-0.36, -0.05, 0.22], [-0.38, 0.10, -0.25], [-0.43, 0.18, 0.47], [0.46, -0.51, 2.20], [-0.03, -0.61, 0.02], [1.08, -0.61, -0.72], [-0.37, -0.30, -0.44], [-1.17, -0.93, 0.56], [0.16, 0.33, -0.50], [-0.09, 0.62, 0.32], [0.58, -0.22, 0.09], [1.68, 0.71, -0.42], [0.71, 0.21, 0.98], [-0.16, 0.41, -0.74], [1.34, -0.13, 0.36], [-0.03, 0.27, 0.05], [0.31, 0.56, -0.58], [-0.54, 0.26, 0.18], [-0.47, 0.02, 0.46], [-0.14, 0.04, -0.13], [-1.23, -0.04, 0.33], [0.51, -0.01, -0.31], [0.15, 0.11, 0.00], [0.18, -0.14, -0.04], [-0.66, 0.18, -0.35], [-0.89, -0.32, -0.59], [-0.46, -0.17, 1.60], [1.86, -0.88, 0.20], [-0.26, -0.68, 0.04], [0.10, 0.19, 0.22], [-0.34, -0.02, 0.12], [-0.13, -0.24, -0.12], [0.08, 0.17, -0.13], [-0.40, -0.20, -0.76], [0.52, -0.04, -0.19], [0.50, 0.64, 0.80], [0.29, -0.73, 0.22], [0.07, -0.04, -0.01], [0.10, -0.12, 0.08], [0.02, -0.49, 0.36], [0.50, -0.25, 0.12], [-0.03, -0.03, -0.02], [0.28, 0.57, -0.14], [-0.45, 0.26, -0.47], [0.05, 0.44, 0.29], [-1.17, 0.15, -0.38], [0.57, 0.47, -1.05], [0.32, -0.01, 0.35], [0.26, 0.06, 0.11], [-1.39, -0.02, -0.04], [-0.08, -0.16, -0.70], [0.27, 0.01, 0.02], [-0.20, -0.11, 0.17], [-0.63, 0.20, -0.16], [-0.14, -0.56, 0.31], [-0.32, 0.90, 0.22], [0.11, 0.45, -0.13], [-1.79, -0.88, -0.61], [-0.40, -0.81, 1.88], [0.84, -1.56, -0.14], [-0.12, -0.30, -0.08], [1.28, 1.02, -0.06], [0.51, -0.10, 0.33], [0.40, -0.13, -0.09], [0.60, 0.95, -1.12], [-0.23, 0.26, -0.32], [-0.90, 0.71, 0.14], [0.07, -0.07, -0.43], [-0.28, -0.10, -0.34], [0.31, -0.04, -0.18], [0.03, -0.02, 0.36], [-0.10, 0.24, 0.09]]
}